No. 1
Entry from the OMol25 dataset: the molecule C4H6N4O in a non-equilibrium geometry (wB97M-V/def2-TZVPD).

Atoms and positions in Å:
C1 -1.514 0.592 -0.195
C2 -1.232 -0.771 0.372
O1 -0.216 -1.497 -0.213
C3 0.847 -0.631 -0.210
N1 2.139 -0.947 -0.165
N2 2.892 0.148 0.048
N3 2.065 1.128 0.166
C4 0.796 0.755 0.040
N4 -0.334 1.530 -0.050
H1 -2.482 0.969 0.297
H2 -1.832 0.424 -1.262
H3 -2.239 -1.360 0.187
H4 -1.129 -0.786 1.469
H5 2.439 -2.019 0.047
H6 -0.200 2.463 -0.530

As for the strongest force on any atom: 4.60 eV/A. The calculation puts the electronic energy at -12250.3728 eV. The energy relative to the best compared isomer or geometry (same formula, charge and spin) comes out at 60.1 kcal/mol. Its total charge is 0. The SMILES is C1COc2[nH]nnc2N1. The HOMO energy comes out at -7.850 eV. Its gap between HOMO and LUMO is 8.58 eV. The molecular weight comes out at 126.12 Da.

These are the Löwdin partial charges, in e, on atoms 1 to 5: -0.16 -0.25 0.00 -0.28 0.04



No. 2
Entry from the OMol25 dataset: a cluster of 2 separate species, C5H10N2O in total in a non-equilibrium geometry (wB97M-V/def2-TZVPD).

Atoms and positions in Å:
C1 0.872 -0.128 -1.277
C2 0.816 2.608 0.957
C3 2.449 1.360 0.168
C4 1.147 0.913 -0.276
N1 2.190 2.477 0.892
N2 0.187 1.687 0.190
H1 2.710 2.645 1.756
H2 0.262 3.391 1.446
H3 3.332 0.797 -0.093
H4 1.656 -0.821 -1.583
H5 0.732 0.317 -2.278
H6 -0.096 -0.559 -0.997
C5 -2.627 -2.468 -0.170
O1 -3.332 -2.537 1.094
H7 -2.698 -2.143 1.695
H8 -1.894 -3.285 -0.233
H9 -3.421 -2.780 -0.857
H10 -2.286 -1.474 -0.434

As for the strongest force on any atom: 2.61 eV/A. The calculation puts the electronic energy at -10365.2501 eV. The energy relative to the best compared isomer or geometry (same formula, charge and spin) comes out at 40.0 kcal/mol. Its total charge is +1. The HOMO energy (alpha / beta) comes out at -12.775 / -12.775 eV. Its gap between HOMO and LUMO (alpha / beta) is 8.10 / 4.66 eV. The molecular weight comes out at 114.15 Da. Its spin multiplicity is 2.

These are the Löwdin partial charges, in e, on atoms 1 to 5: 0.02 0.01 0.11 -0.26 0.13



No. 3
Entry from the OMol25 dataset: a cluster of 2 separate species, C5H8Br2N3O2 in total in a non-equilibrium geometry (wB97M-V/def2-TZVPD).

Atoms and positions in Å:
C1 0.055 -0.594 -0.061
C2 -1.581 0.652 -0.973
C3 -2.201 -0.152 0.240
C4 0.661 0.601 -2.079
C5 2.376 -0.787 1.484
N1 -0.219 0.181 -1.071
N2 -0.980 -0.815 0.704
N3 1.431 0.111 2.173
O1 1.544 1.257 1.941
O2 0.636 -0.398 2.886
Br1 2.364 -2.627 1.923
Br2 3.608 0.023 0.341
H1 -1.994 0.317 -1.862
H2 -1.739 1.744 -0.999
H3 -2.449 0.601 1.105
H4 -2.946 -0.896 -0.108
H5 0.234 0.694 -3.025
H6 0.809 1.668 -1.894
H7 1.501 -0.182 -2.262
H8 -1.109 -1.397 1.537

As for the strongest force on any atom: 3.03 eV/A. The calculation puts the electronic energy at -153950.3015 eV. The energy relative to the best compared isomer or geometry (same formula, charge and spin) comes out at 0.0 kcal/mol. Its total charge is +1. The HOMO energy (alpha / beta) comes out at -12.863 / -13.544 eV. Its gap between HOMO and LUMO (alpha / beta) is 6.04 / 7.47 eV. The molecular weight comes out at 301.95 Da.

These are the Löwdin partial charges, in e, on atoms 1 to 5: 0.00 -0.08 -0.06 -0.04 -1.03